DFT (ωB97M-V/def2-TZVPD) results for a 2-piece molecular cluster, C2H4N3S overall.

Atoms and positions in Å:
C  1.40246  -0.02312  0.02426
C  2.38781  0.78007  -0.01405
N  -2.07002  -0.10933  -0.29226
N  -3.18764  0.00645  -0.10963
N  0.44036  -0.80973  0.07249
S  -4.64672  0.15946  0.15285
H  2.99445  0.91085  -0.89495
H  2.66371  1.38176  0.84375
H  -0.56380  -0.51880  -0.13721
H  0.57941  -1.77760  0.35475

Forces on atoms 1 to 2 (eV/Å):
0.0 -0.1 0.0
0.5 0.6 0.1

Charge   +1
Calculated total energy   -17434.739 eV
ΔE to the lowest compared entry with this formula, charge and spin   0.998 eV
Multiplicity   1
HOMO   -13.90 eV
Gap between HOMO and LUMO   9.585 eV

DFT (ωB97M-V/def2-TZVPD) results for a 2-piece molecular cluster, C2HN2O5 overall.

Atoms and positions in Å:
C  -0.98388  2.28125  1.87570
C  0.27305  -1.10625  -0.56152
N  -0.25734  0.38893  -0.49986
N  0.84308  -1.69499  -1.61203
O  -0.10484  2.99528  1.83826
O  -2.05786  1.85254  1.93408
O  -0.23846  0.71166  0.68604
O  1.45096  -2.75400  -1.37447
O  0.68293  -1.28557  -2.81791
H  0.39236  -1.38885  0.53169

Forces on atoms 1 to 2 (eV/Å):
-3.0 -0.2 -0.8
-1.9 4.9 2.9

Charge   -1
Calculated total energy   -15303.984 eV
ΔE to the lowest compared entry with this formula, charge and spin   2.136 eV
Multiplicity   1
HOMO   -4.34 eV
Gap between HOMO and LUMO   7.686 eV

DFT (ωB97M-V/def2-TZVPD) results for C6H14O3 as an isolated structure.

Atoms and positions in Å:
C  0.32145  0.28081  0.33822
C  -1.10195  -0.50408  -1.74013
C  0.31863  1.92448  1.67662
C  -0.99436  0.61061  -0.03729
C  0.59887  -0.93444  1.17659
C  -0.52834  -1.89552  -1.79258
O  1.32598  0.59323  -0.55669
O  -0.54574  0.34276  -2.71548
O  1.26352  1.59962  2.68528
H  2.18066  0.43391  -0.12692
H  0.38431  0.48572  -2.47196
H  0.77450  1.28264  3.45591
H  -2.18440  -0.50045  -1.86951
H  -0.61410  2.30258  2.10279
H  0.77221  2.67713  1.03300
H  -1.15578  1.56768  -0.52176
H  -1.78238  0.23967  0.60530
H  -0.28470  -1.25627  1.72771
H  0.98851  -1.76311  0.58091
H  1.37930  -0.69573  1.90711
H  -0.94735  -2.52643  -1.00488
H  0.56348  -1.88750  -1.69180
H  -0.73232  -2.37732  -2.76043

Forces on atoms 1 to 2 (eV/Å):
1.0 2.9 4.0
-0.7 2.1 1.6

Calculated total energy   -12587.633 eV
ΔE to the lowest compared entry with this formula, charge and spin   4.464 eV
Multiplicity   1
HOMO   -6.94 eV
Gap between HOMO and LUMO   7.573 eV

DFT (ωB97M-V/def2-TZVPD) results for one molecule with the formula C17H22N2O4S.

Atoms and positions in Å:
C  0.73590  -2.43903  -4.94394
C  2.26321  -2.20680  -4.62703
O  2.68796  -1.01153  -3.94766
C  2.78731  -1.16881  -2.58154
O  2.66415  -2.23075  -2.04943
C  3.33334  0.09182  -1.84156
C  4.78543  -0.14192  -1.27786
O  2.39842  0.42325  -0.82496
N  2.86266  1.54930  -0.04504
C  2.07669  1.93796  0.89445
C  2.51516  3.30611  1.52569
C  0.92233  1.12491  1.33486
C  0.88645  -0.23011  1.36472
C  -0.32918  -0.89061  1.80381
C  -1.39642  -0.21526  2.41983
C  -1.27529  1.21930  2.51820
C  -0.18898  1.83862  1.89364
N  -2.26997  1.97707  3.14276
C  -2.09908  3.04670  4.16601
C  -1.54339  2.58932  5.40972
C  -3.55708  1.39735  3.02588
O  -4.63076  2.05130  3.35995
C  -3.79830  0.04597  2.40888
S  -2.68019  -1.10116  3.24500
H  0.45807  -1.67554  -5.61418
H  0.49837  -3.43735  -5.46826
H  0.04081  -2.26876  -4.10318
H  2.57857  -3.12358  -4.15873
H  2.71741  -2.33899  -5.60388
H  3.28872  0.94326  -2.59502
H  5.54921  0.05198  -2.05250
H  4.86514  -1.20339  -0.88374
H  5.04510  0.63349  -0.42822
H  3.00502  3.16948  2.45148
H  3.33880  3.80282  0.94821
H  1.66766  4.01577  1.65038
H  1.77998  -0.77534  1.03236
H  -0.27197  -1.97990  1.78880
H  -0.07342  2.92260  1.85345
H  -3.01132  3.61000  4.49457
H  -1.46983  3.81521  3.65769
H  -0.55564  2.19058  5.19106
H  -2.14962  1.69356  5.76210
H  -1.63060  3.39877  6.16571
H  -3.63822  0.05811  1.32909
H  -4.84045  -0.12363  2.55054

Forces on atoms 1 to 2 (eV/Å):
0.1 -0.2 0.7
-1.3 -2.1 -1.0

Calculated total energy   -39987.917 eV
ΔE to the lowest compared entry with this formula, charge and spin   5.551 eV
Multiplicity   1
SMILES   CCOC(=O)[C@H](C)O/N=C(/C)c1ccc2c(c1)N(CC)C(=O)CS2
HOMO   -8.55 eV
Gap between HOMO and LUMO   8.797 eV

> gap between HOMO and LUMO of number 4 (C17H22N2O4S)?

8.797 eV

> Which of these has the lowest HOMO?

C2H4N3S